C42H68KN8O2S as an isolated structure in a non-equilibrium geometry, computed with ωB97M-V with the def2-TZVPD basis set.

```
122
C42H68KN8O2S (ωB97M-V with the def2-TZVPD basis set)
K -0.6727 0.8339 -0.1895
C 2.4120 2.3361 -0.1371
N 1.7684 1.3234 0.6847
C 1.6097 1.7834 2.0565
C 2.4705 0.0420 0.5924
C 1.6673 -1.1763 1.1082
N 0.3313 -1.3202 0.5317
C 0.2659 -2.0168 -0.7758
C 1.1918 -1.5422 -1.8937
C 2.3381 -2.2702 -2.1530
C 3.2348 -1.9278 -3.1612
C 2.8981 -0.8301 -3.9493
C 1.7493 -0.0640 -3.7659
C 0.8684 -0.3977 -2.6987
O -0.2034 0.2976 -2.4476
C 1.4305 1.1174 -4.6814
C 0.0340 0.9693 -5.3017
C 1.5122 2.4386 -3.9035
C 2.4224 1.2273 -5.8433
C 4.5088 -2.7409 -3.3690
C 4.1644 -4.2051 -3.6692
C 5.3608 -2.2119 -4.5224
C 5.3589 -2.6930 -2.0904
C -0.6885 -1.8850 1.4541
C -0.8377 -1.1898 2.7870
C -0.3832 -1.8184 3.9265
C -0.4789 -1.2425 5.1928
C -1.0724 0.0142 5.2403
C -1.5637 0.7128 4.1377
C -1.4656 0.1124 2.8459
O -1.8609 0.6586 1.7571
C -2.1727 2.0970 4.4204
C -3.3572 1.9390 5.3833
C -1.1127 2.9851 5.0908
C -2.6889 2.8692 3.2010
C 0.0592 -1.9723 6.4192
C -0.1374 -1.1721 7.7045
C -0.6443 -3.3238 6.5861
C 1.5644 -2.2268 6.2439
H 3.4275 2.5827 0.2190
H 1.8143 3.2494 -0.1370
H 2.4917 1.9761 -1.1630
H 2.5871 1.8848 2.5612
H 0.9948 1.0992 2.6430
H 1.1145 2.7548 2.0554
H 3.4229 0.0866 1.1537
H 2.7357 -0.1169 -0.4538
H 1.5536 -1.0965 2.1909
H 2.2884 -2.0713 0.9246
H -0.7667 -1.9258 -1.1321
H 0.4732 -3.0894 -0.6074
H 2.5384 -3.1331 -1.5231
H 3.5631 -0.5525 -4.7540
H -0.7446 0.9371 -4.5440
H -0.0268 0.0588 -5.9029
H -0.1555 1.8201 -5.9636
H 0.8974 2.4257 -3.0092
H 1.1914 3.2744 -4.5327
H 2.5418 2.6314 -3.5941
H 2.4326 0.3305 -6.4668
H 3.4420 1.4096 -5.4997
H 2.1296 2.0706 -6.4733
H 3.5373 -4.2894 -4.5587
H 3.6269 -4.6684 -2.8405
H 5.0802 -4.7782 -3.8375
H 4.8352 -2.2526 -5.4777
H 6.2598 -2.8272 -4.6093
H 5.6772 -1.1804 -4.3609
H 4.8027 -3.0668 -1.2304
H 5.6665 -1.6701 -1.8656
H 6.2575 -3.3065 -2.2038
H -0.4573 -2.9490 1.6433
H -1.6454 -1.8452 0.9228
H 0.0763 -2.7981 3.8052
H -1.1621 0.4976 6.2058
H -3.0578 1.5003 6.3365
H -4.1220 1.2954 4.9446
H -3.8098 2.9134 5.5890
H -0.7358 2.5537 6.0197
H -1.5355 3.9670 5.3224
H -0.2605 3.1338 4.4252
H -3.4887 2.3443 2.6845
H -1.9233 3.0681 2.4570
H -3.0728 3.8282 3.5689
H -1.1910 -0.9771 7.9102
H 0.3773 -0.2108 7.6664
H 0.2707 -1.7340 8.5487
H -1.7238 -3.1965 6.6857
H -0.2742 -3.8426 7.4750
H -0.4679 -3.9699 5.7246
H 2.1090 -1.2841 6.1638
H 1.7641 -2.8017 5.3394
H 1.9699 -2.7858 7.0931
C -3.8698 2.7332 -4.1361
C -3.3613 3.9009 -3.3805
N -3.6477 5.1529 -3.5873
N -2.9028 5.8087 -2.6455
C -2.1751 5.0079 -1.8454
S -1.1363 5.4357 -0.5973
N -2.4864 3.7650 -2.3334
N -2.0089 2.5694 -1.8135
H -4.5254 3.0848 -4.9288
H -4.4084 2.0434 -3.4860
H -3.0407 2.1725 -4.5711
H -2.9260 6.8085 -2.5623
H -2.7400 1.8533 -1.8535
H -1.2040 2.2418 -2.3497
C -2.3718 -3.3623 -2.9413
C -3.0437 -2.2080 -2.2774
C -3.9974 -2.1078 -1.2821
C -4.1207 -0.7252 -1.0260
N -3.3269 -0.0319 -1.8291
N -2.6887 -0.9472 -2.5859
C -4.9238 -0.0031 0.0066
H -2.9718 -4.2660 -2.8375
H -1.3909 -3.5512 -2.5025
H -2.2252 -3.1777 -4.0057
H -4.5092 -2.9127 -0.7833
H -1.8187 -0.6336 -3.0197
H -5.6380 -0.6730 0.4870
H -5.4868 0.8172 -0.4396
H -4.2629 0.4004 0.7771
```

The calculation puts the HOMO energy at -0.1444 Ha. The calculation puts the energy above the lowest of the compared OMol25 structures with the same formula, charge and spin at 0.0 kcal per mole. Its gap between HOMO and LUMO is 6.10 eV. Its charge is -1. The total energy comes out at -3227.98762 a.u. The value obtained for the molar mass is 788.225 g mol⁻¹.

A 13-piece molecular cluster, C42H70N8O5S5 overall in a non-equilibrium geometry, computed with ωB97M-V with the def2-TZVPD basis set.

```
130
C42H70N8O5S5 (ωB97M-V with the def2-TZVPD basis set)
C 9.7559 1.2369 0.2051
S 8.6966 -0.1654 -0.3086
O 7.2540 0.3173 -0.6533
C 9.4912 -0.3715 -1.9691
H 9.3919 2.0691 -0.3975
H 10.7800 0.9708 -0.0567
H 9.5749 1.4253 1.2633
H 8.8154 -1.1124 -2.3963
H 10.4555 -0.8728 -1.8852
H 9.5976 0.5935 -2.4646
C -1.9725 5.8062 -5.2906
S -0.7165 7.1913 -5.3772
O -1.5333 8.5129 -5.2244
C 0.0251 6.8134 -3.7134
H -1.3677 4.9969 -5.6996
H -2.7613 6.1155 -5.9762
H -2.3182 5.5519 -4.2886
H 0.2870 5.7554 -3.7244
H -0.6437 7.2668 -2.9818
H 0.9758 7.3303 -3.5826
C 5.0779 4.7394 7.6015
S 3.5390 5.6809 7.6540
O 2.7842 5.1604 8.8653
C 2.5250 4.8361 6.3246
H 5.2807 4.1900 6.6822
H 5.0010 4.1029 8.4831
H 5.8950 5.4354 7.7913
H 1.5067 5.2233 6.2878
H 2.6287 3.7526 6.3820
H 2.9123 5.2302 5.3851
C 2.0129 -6.6327 -3.6176
S 0.7093 -5.6231 -2.6710
O 0.1606 -6.5823 -1.5855
C 1.8676 -4.7367 -1.5710
H 2.4275 -6.1256 -4.4888
H 1.4786 -7.5277 -3.9363
H 2.7666 -6.9491 -2.8966
H 2.5691 -5.4420 -1.1254
H 1.3327 -4.1788 -0.8025
H 2.5221 -4.1073 -2.1740
C -2.0700 0.0360 0.2013
S -1.1589 1.2693 -0.8310
O -0.7549 0.4932 -2.0873
C 0.4463 1.3852 0.0985
H -3.1590 0.0430 0.1560
H -1.8940 0.2780 1.2494
H -1.6177 -0.9271 -0.0353
H 0.4483 2.2532 0.7578
H 1.1443 1.4594 -0.7355
H 0.6674 0.4739 0.6541
N -0.9092 -4.4743 7.1594
C -0.4014 -5.7619 7.3735
C -0.4976 -6.5002 6.2018
C -0.8387 -5.6079 5.1601
C -1.2129 -4.4178 5.8323
H -1.0204 -3.7516 7.8561
H 0.0464 -6.0767 8.3045
H -0.1131 -7.4820 5.9684
H -0.7790 -5.8084 4.1005
H -1.5814 -3.5457 5.3127
N -9.5931 -0.8602 3.5449
C -8.9059 -1.4443 2.4833
C -9.1840 -0.6463 1.3791
C -9.9618 0.4675 1.7460
C -10.2472 0.2854 3.0788
H -9.4549 -1.1610 4.4991
H -8.2368 -2.2766 2.6447
H -8.8132 -0.8543 0.3863
H -10.3807 1.2590 1.1423
H -10.9051 0.9161 3.6582
N -5.6284 -7.1899 -1.8448
C -6.5159 -8.1666 -2.2401
C -7.6284 -7.4876 -2.7613
C -7.3734 -6.1379 -2.7640
C -6.1412 -5.9628 -2.1257
H -4.7134 -7.2294 -1.4188
H -6.2969 -9.2178 -2.1248
H -8.5217 -7.9333 -3.1733
H -8.0383 -5.3328 -3.0401
H -5.5846 -5.0793 -1.8498
N 6.1587 3.8365 -4.3046
C 6.0116 5.1294 -3.8688
C 5.8695 6.0369 -4.9760
C 5.7986 5.2543 -6.1214
C 6.0318 3.9431 -5.7261
H 6.2959 3.0194 -3.7269
H 6.0408 5.3116 -2.8047
H 5.9242 7.1054 -4.8287
H 5.6243 5.5827 -7.1354
H 6.0843 2.9975 -6.2454
N 3.0504 -1.8456 -6.7744
C 4.3435 -1.9663 -6.3337
C 4.9794 -2.7823 -7.2485
C 4.1229 -3.1282 -8.3091
C 2.9333 -2.4477 -8.0611
H 2.2977 -1.3557 -6.3123
H 4.6239 -1.4839 -5.4091
H 6.0136 -3.0672 -7.1235
H 4.4507 -3.6834 -9.1755
H 2.0240 -2.5105 -8.6405
N 6.3374 -2.3808 6.8086
C 6.6749 -1.2218 6.1784
C 5.6237 -0.7999 5.3480
C 4.5636 -1.6081 5.7244
C 5.0014 -2.5501 6.5961
H 6.8937 -3.0349 7.3403
H 7.7124 -0.9218 6.1820
H 5.7213 -0.0736 4.5547
H 3.6653 -1.6633 5.1273
H 4.4758 -3.4186 6.9646
N -6.5219 5.2760 7.1662
C -5.9690 4.2180 6.4768
C -4.6397 4.1789 6.8295
C -4.4223 5.0093 7.9393
C -5.5822 5.8150 7.9725
H -7.4474 5.6169 6.9489
H -6.5838 3.6380 5.8045
H -3.9082 3.4572 6.4970
H -3.5542 5.1180 8.5727
H -5.8431 6.6874 8.5533
N -5.1705 0.1971 -7.0874
C -5.6177 0.2516 -5.7956
C -6.8134 0.8436 -5.6003
C -7.3320 1.0280 -6.8994
C -6.3130 0.6320 -7.7649
H -4.3404 -0.1324 -7.5591
H -4.9695 -0.2627 -5.1015
H -7.2520 1.0153 -4.6284
H -8.2860 1.4528 -7.1746
H -6.1874 0.5233 -8.8321
```

The calculation puts the HOMO energy at -0.2893 Ha. The calculation puts the energy above the lowest of the compared OMol25 structures with the same formula, charge and spin at 36.5 kcal per mole. Its gap between HOMO and LUMO is 7.86 eV. Its charge is 0. The total energy comes out at -4447.10905 a.u. The value obtained for the molar mass is 927.408 g mol⁻¹.